[1]
C5H10N3O | ωB97M-V/def2-TZVPD

gap between HOMO and LUMO	10.5	eV
net charge	+1
E_LUMO	-3.378	eV

Cartesian coordinates (Å):
C -0.5849 -2.0364 -0.1006
C -0.7793 0.1483 -0.2481
C -1.9100 2.4168 0.0089
C -0.6623 1.5599 0.2269
C 3.6323 -1.2034 0.4448
N -0.8160 -1.6039 -1.3048
N -0.9300 -0.3347 -1.4342
N -0.5111 -0.8674 0.6117
O 2.4207 -1.0597 0.2834
H -0.1906 -3.0202 0.1720
H -2.0333 2.8360 -0.9412
H -2.0032 3.1843 0.8017
H -2.8457 1.8900 0.1724
H -0.3142 1.3681 1.2257
H 0.2092 1.9956 -0.3809
H 4.1102 -1.2475 1.4036
H 4.2497 -1.1387 -0.4086
H -0.2304 -0.7816 1.5973
H -0.8111 -2.1055 -2.1299

=====

[2]
C33H24F4N5S5Y | ωB97M-V/def2-TZVPD

gap between HOMO and LUMO (spin up / spin down)	4.5 / 4.5	eV
net charge	+2
E_LUMO (spin up / spin down)	-8.533 / -8.532	eV

Cartesian coordinates (Å):
Y 1.2461 0.1398 0.7281
C 1.8468 -3.3571 2.8075
C 1.8750 -2.3831 4.0941
S 1.4777 -0.6486 3.5906
C 3.1260 -0.0271 3.9948
C 3.1725 1.5056 3.7511
S 2.9346 2.0941 2.1081
C 4.4548 2.1149 1.0978
C 5.1104 0.8284 0.7621
S 4.0301 -0.2524 -0.3581
C 4.6558 -1.9191 0.0247
C 3.9787 -2.6584 1.1770
S 2.1461 -2.6465 1.1019
H 0.8172 -3.6651 2.7352
H 2.5110 -4.1989 2.9474
H 2.8916 -2.5363 4.4910
H 1.1758 -2.8332 4.8340
H 3.9456 -0.5527 3.4782
H 3.2007 -0.1972 5.1197
H 4.1619 1.9290 4.0431
H 2.3483 1.8721 4.3974
H 5.1428 2.7612 1.7305
H 4.2132 2.6906 0.2412
H 5.1868 0.2192 1.6961
H 6.0725 0.9310 0.2687
H 5.7079 -1.7703 0.2340
H 4.5087 -2.4267 -0.9465
H 4.2388 -2.1590 2.1592
H 4.3335 -3.6741 1.2936
S -3.2271 1.6503 1.7181
C -3.2288 -0.0815 1.8645
C -4.3537 -0.8306 2.2317
C -4.2952 -2.2492 2.2038
C -3.1555 -2.8422 1.7528
C -2.0480 -2.0825 1.3953
C -2.0786 -0.6822 1.5021
N -1.1159 0.2290 1.1205
C -1.5820 1.4899 1.0160
C -0.7853 2.5626 0.3744
C -1.4401 3.7119 -0.0837
C -0.6855 4.8132 -0.5509
C 0.6281 4.6302 -0.8601
C 1.2724 3.4141 -0.6060
C 0.5497 2.4435 0.0195
H -5.1834 -0.3823 2.8548
H -5.1251 -2.8236 2.5835
H -3.1181 -3.9337 1.7573
H -1.2262 -2.5938 0.9455
H -2.5304 3.7121 0.0049
H -1.1477 5.8254 -0.7123
H 1.1796 5.4852 -1.2565
H 2.3037 3.4168 -0.7139
F -1.5165 -1.7963 -2.4807
C -2.2367 -0.8203 -3.1506
C -3.6004 -1.0050 -3.1451
F -4.1805 -1.7970 -2.2165
C -4.4157 -0.3634 -4.0993
C -3.7713 0.4663 -5.0648
C -2.4174 0.6461 -5.0407
F -1.9687 1.2199 -6.1775
C -1.5983 0.0515 -4.0430
C -0.2554 0.4387 -3.7249
C 0.4292 0.1791 -2.5329
N 0.9801 -0.0796 -1.4864
C 0.4802 1.2966 -4.5533
N 1.1849 1.9092 -5.2750
F -4.3767 1.2498 -5.9716
C -5.7239 -0.8687 -4.3433
C -6.1475 -0.9103 -5.7271
N -6.5877 -0.9984 -6.8008
C -6.7116 -1.2662 -3.4367
N -7.6842 -1.6153 -2.8936

=====

[3]
C9H15ClN4O | ωB97M-V/def2-TZVPD

gap between HOMO and LUMO	9.0	eV
E_LUMO	0.489	eV
SMILES string	CN(C)CCCNc1cn[nH]c(=O)c1Cl

Cartesian coordinates (Å):
C -3.5579 -0.3468 -0.7843
N -2.2148 0.0033 -1.1886
C -2.1383 1.3552 -1.6958
C -1.1963 -0.3247 -0.2154
C -1.2750 0.4099 1.1351
C -0.1021 0.0476 2.0530
N 1.1600 0.5275 1.5506
C 2.0175 -0.1339 0.7414
C 2.0359 -1.5642 0.6069
N 2.8961 -2.1950 -0.1137
N 3.8111 -1.5089 -0.7679
C 3.9732 -0.1232 -0.7823
O 4.8599 0.3832 -1.4391
C 2.9933 0.5424 0.0339
Cl 3.0821 2.2723 0.0934
H -4.2091 -0.2867 -1.6562
H -3.5669 -1.3715 -0.4168
H -3.9687 0.3138 -0.0055
H -2.4724 2.1159 -0.9737
H -1.1121 1.5733 -1.9865
H -2.7709 1.4298 -2.5802
H -0.2301 -0.1139 -0.6833
H -1.2527 -1.4035 -0.0372
H -1.2700 1.4884 0.9647
H -2.2045 0.1480 1.6423
H -0.2594 0.5042 3.0356
H -0.0553 -1.0333 2.1876
H 1.2464 1.5352 1.4877
H 1.3199 -2.1869 1.1154
H 4.4612 -2.0575 -1.3209

=====

[4]
C23H68N6O10 | ωB97M-V/def2-TZVPD

gap between HOMO and LUMO	8.2	eV
E_LUMO	0.332	eV

Cartesian coordinates (Å):
N 0.9214 -0.8410 -0.7625
H 0.3354 -1.3930 -1.2035
H 1.6674 -0.3420 -1.2925
H 1.4904 -1.3000 -0.1195
H 0.2384 -0.4570 -0.0835
C 2.6924 -3.2030 -2.4115
O 2.0014 -2.6700 -3.1375
O 3.2104 -4.3790 -2.5275
O 3.1334 -2.5980 -1.3215
H 2.6964 -4.7290 -3.3065
C -2.2856 -2.7900 -2.5105
C -2.3326 -3.3220 -0.9805
C -1.4926 -4.5200 -0.6595
O -1.7986 -5.6600 -1.5125
C -0.6176 -6.4940 -1.5675
N -2.0176 -2.1600 -0.1565
H -2.4466 -3.6550 -3.3425
H -1.2366 -2.3930 -2.7045
H -2.9076 -2.1580 -2.6885
H -3.4376 -3.6400 -0.9115
H -1.6146 -4.7470 0.4725
H -0.3486 -4.2080 -0.6415
H -0.1266 -6.7180 -0.5715
H 0.2304 -6.0640 -2.1245
H -0.9556 -7.5280 -2.0545
H -2.3196 -2.3400 0.7645
H -2.6086 -1.2590 -0.4295
C -0.3746 1.6740 3.4325
C -1.0656 0.8240 2.3775
C -2.4706 0.5860 2.6795
O -2.4746 0.0610 4.0655
C -3.6976 0.3040 4.6995
N -0.8856 1.5930 1.1075
H -0.7416 2.5490 3.5385
H 0.7814 1.9970 3.4305
H -0.2016 1.1150 4.4105
H -0.5116 -0.0870 2.1405
H -2.9586 -0.2430 2.1625
H -3.2366 1.3790 2.7615
H -4.5566 -0.1100 4.2175
H -3.7616 1.3230 5.0905
H -3.6566 -0.2410 5.6015
H -0.0736 1.9200 1.0215
H -1.5866 2.4890 1.1955
C -2.4986 0.8810 -3.0035
C -3.4816 1.3410 -1.8765
C -4.9316 1.1760 -2.3505
O -5.0576 1.6480 -3.6775
C -6.4026 1.7470 -4.0335
N -3.3226 0.5730 -0.5925
H -2.5896 1.7160 -3.7435
H -2.8346 0.1410 -3.5895
H -1.5216 0.6100 -2.5595
H -3.3736 2.5240 -1.5825
H -5.5166 1.7660 -1.8175
H -5.0856 0.2480 -2.4525
H -6.7406 0.6060 -4.3975
H -6.2776 2.4120 -4.8575
H -7.1686 2.1910 -3.2675
H -2.4436 0.8260 -0.3065
H -3.9766 1.0110 0.0775
C 3.3254 -1.8670 2.1735
C 2.0854 -2.3580 2.8975
C 1.5174 -1.2310 3.8555
O 2.5244 -1.2120 4.9605
C 2.1604 -0.1810 5.9355
N 1.1274 -2.5800 1.8775
H 4.1284 -1.7100 2.6335
H 3.3124 -0.7740 1.7515
H 3.7494 -2.7210 1.5365
H 2.2414 -3.4690 3.3645
H 0.3714 -1.4150 4.1875
H 1.4564 -0.2900 3.3275
H 1.1634 -0.4170 6.3565
H 2.3604 1.0040 5.3775
H 2.8924 -0.3250 6.7855
H 0.2344 -2.7340 2.2475
H 1.5964 -3.5020 1.4665
C 1.0494 3.6850 -0.9515
C 2.3124 3.5340 0.0745
C 2.4134 4.5670 1.2005
O 2.5324 5.8120 0.5455
C 3.8694 6.1600 0.2945
N 2.3934 2.2190 0.5845
H 0.0754 3.5460 -0.4695
H 0.9724 2.9410 -1.8195
H 1.1544 4.6990 -1.0685
H 3.2424 3.6500 -0.6485
H 3.0694 4.5350 2.0635
H 1.3004 4.6740 1.4455
H 4.5564 6.4010 1.0845
H 3.9414 7.0080 -0.5395
H 4.4864 5.3850 -0.2695
H 2.7804 2.2560 1.6645
H 2.9594 1.6160 0.0855
C 0.7854 0.9750 -4.9635
O 0.6524 0.0980 -3.8155
H 1.4824 0.2510 -5.6245
H 1.1624 1.9900 -4.7505
H -0.1326 1.1670 -5.3875
H 1.0264 -0.8530 -4.0585
C 5.2984 0.6950 -1.2265
O 3.9484 0.2010 -1.2555
H 5.9534 0.2950 -2.0985
H 5.7824 0.2150 -0.4385
H 5.2994 1.9390 -1.1165
H 4.0124 -0.8640 -1.3885

=====

[5]
C20H27N3O5S2 | ωB97M-V/def2-TZVPD

gap between HOMO and LUMO	9.0	eV
E_LUMO	0.324	eV
SMILES string	CCN(CC)S(=O)(=O)c1ccc(NC(=O)[C@H](C)N(c2ccccc2)S(C)(=O)=O)cc1

Cartesian coordinates (Å):
C 1.4116 4.7399 -5.1519
C 0.9461 3.4003 -4.5899
N 2.0460 2.4865 -4.3853
C 3.0708 2.8074 -3.4197
C 2.5644 3.1008 -2.0072
S 1.7316 0.8734 -4.6230
O 2.9931 0.1919 -4.6642
O 0.8569 0.7723 -5.7549
C 0.8431 0.3279 -3.1650
C 1.5291 -0.3253 -2.1571
C 0.8626 -0.6872 -1.0032
C -0.4932 -0.3873 -0.8568
N -1.1148 -0.7826 0.3303
C -2.2499 -0.2679 0.8756
O -3.0394 0.4421 0.3020
C -2.5315 -0.7691 2.3072
C -3.3260 0.2918 3.0679
N -1.3054 -1.1650 2.9733
C -1.2603 -2.2789 3.8246
C -0.0292 -2.8775 4.0955
C 0.0463 -3.9755 4.9320
C -1.0975 -4.5043 5.5063
C -2.3214 -3.9206 5.2332
C -2.4083 -2.8148 4.4059
S -0.0684 -0.0275 3.0343
C 0.1291 0.3244 4.7978
O -0.5289 1.1523 2.3743
O 1.1350 -0.6275 2.5347
C -1.1777 0.2617 -1.8823
C -0.5010 0.6188 -3.0353
H 2.0236 4.5767 -6.0344
H 0.5469 5.3374 -5.4283
H 1.9928 5.2930 -4.4185
H 0.2986 2.9078 -5.3166
H 0.3788 3.5582 -3.6616
H 3.7343 1.9416 -3.4121
H 3.6393 3.6664 -3.7910
H 1.9775 4.0159 -1.9857
H 1.9507 2.2851 -1.6329
H 3.4147 3.2270 -1.3421
H 2.5757 -0.5432 -2.2985
H 1.3873 -1.1792 -0.1975
H -0.5073 -1.2989 0.9540
H -3.1412 -1.6741 2.1842
H -3.5799 -0.0528 4.0677
H -2.7383 1.2032 3.1325
H -4.2366 0.5111 2.5176
H 0.8621 -2.4841 3.6356
H 1.0081 -4.4254 5.1268
H -1.0359 -5.3639 6.1552
H -3.2229 -4.3221 5.6712
H -3.3756 -2.3769 4.2197
H 0.9608 1.0110 4.8916
H -0.7871 0.7847 5.1430
H 0.3326 -0.5993 5.3232
H -2.2229 0.4915 -1.7641
H -1.0126 1.1075 -3.8487

=====

[6]
C7H12Br2CaF2LiN3NaO3P | ωB97M-V/def2-TZVPD

gap between HOMO and LUMO	3.7	eV
E_LUMO	-2.888	eV

Cartesian coordinates (Å):
C 4.5268 -2.0334 -0.2106
C 3.5889 -1.0604 0.0485
C 2.1120 -1.5633 0.0914
P 0.8126 -0.2189 0.1208
N -0.6495 -1.0888 0.5695
C -0.8403 -1.8794 -0.4128
O -0.8246 -2.8128 -1.0586
H 5.3211 -2.3315 0.4926
H 4.4410 -2.5864 -1.1697
H 3.8433 0.0036 0.1916
H 1.9601 -2.2601 -0.7683
H 2.0339 -2.1753 1.0094
H 0.5967 0.2911 -1.2260
Ca 1.2130 2.1435 -0.1634
C -2.0237 2.7232 -4.1543
C -1.0129 2.5384 -3.1467
N -0.2159 2.3902 -2.3289
H -2.7058 1.8759 -4.1565
H -2.6098 3.6765 -3.9046
H -1.5558 2.8095 -5.1409
F -2.2926 -3.1189 -2.8898
C -2.6418 1.3337 4.0553
N -1.5853 2.0520 3.2941
O -0.5785 1.4283 2.9903
O -1.7949 3.2082 3.0252
H -2.3176 0.3122 4.2221
H -2.7775 1.8563 4.9987
H -3.5490 1.3590 3.4571
F -3.3376 3.9900 -2.6076
Li 3.7538 1.6862 1.8867
Br -2.1651 -4.5781 -0.3725
Na 1.5840 -2.0804 2.9752
Br -0.3091 -5.8902 0.2826

=====

[7]
C38H47BiN3O4PSb | ωB97M-V/def2-TZVPD

gap between HOMO and LUMO	7.5	eV
net charge	+1
E_LUMO	-3.188	eV

Cartesian coordinates (Å):
Bi -0.4253 0.1432 -0.4072
O -4.1761 -1.6415 -0.6504
C -3.5754 -0.6311 -0.3957
N -2.4182 -0.5954 0.4209
C -2.4954 -1.0709 1.6894
O -3.4140 -1.6535 2.2250
C -1.2789 -0.6864 2.5097
C -1.2513 -0.9985 3.8513
C -0.2026 -0.5340 4.6290
C 0.7851 0.2297 4.0315
C 0.7241 0.4680 2.6723
N -0.2923 0.0125 1.9200
C -4.0275 0.7008 -0.9380
C -5.2992 0.7929 -1.4836
C -5.7513 2.0355 -1.8955
C -4.9160 3.1291 -1.7369
C -3.6487 2.9311 -1.2050
N -3.1986 1.7380 -0.8160
H -2.0646 -1.5903 4.2456
H -0.1599 -0.7636 5.6857
H 1.6103 0.6410 4.5975
H 1.5116 1.0103 2.1751
H -5.9018 -0.1016 -1.5574
H -6.7383 2.1495 -2.3249
H -5.2288 4.1272 -2.0215
H -2.9700 3.7698 -1.0902
O 3.6250 1.6260 0.5577
C 2.5556 1.5128 -0.0093
O 1.8294 0.4134 0.0238
C 1.9282 2.6666 -0.7738
P 0.2976 3.0454 0.0013
C 0.7011 3.7139 1.6369
C 1.9886 4.0375 2.0609
C 2.1925 4.4870 3.3609
C 1.1223 4.6194 4.2356
C -0.1643 4.3017 3.8158
C -0.3712 3.8376 2.5267
C -0.1938 4.4751 -1.0125
C -0.2568 5.7702 -0.5098
C -0.6108 6.8208 -1.3495
C -0.9104 6.5813 -2.6821
C -0.8706 5.2846 -3.1828
C -0.5220 4.2343 -2.3490
H 1.7270 2.3499 -1.7998
H 2.5816 3.5352 -0.7967
H 2.8413 3.9244 1.4026
H 3.1951 4.7357 3.6867
H 1.2889 4.9681 5.2475
H -1.0015 4.4102 4.4940
H -1.3714 3.5629 2.2015
H -0.0281 5.9620 0.5328
H -0.6461 7.8302 -0.9587
H -1.1820 7.4030 -3.3330
H -1.1103 5.0928 -4.2209
H -0.5154 3.2184 -2.7351
C 1.0819 -5.4976 0.5180
C 0.3930 -4.1958 0.9076
C -1.1244 -4.3589 0.8826
C 0.8600 -3.7394 2.2876
Sb 0.8970 -2.5584 -0.4987
C -0.0999 -3.1245 -2.4065
C -1.5863 -2.8211 -2.2391
C 0.0886 -4.5941 -2.7743
C 0.4628 -2.2323 -3.5134
C 3.1007 -2.6173 -0.8834
C 3.5247 -4.0076 -1.3481
C 3.4421 -1.5890 -1.9591
C 3.7705 -2.2556 0.4389
H 0.6827 -6.2992 1.1525
H 2.1569 -5.4539 0.6873
H 0.9041 -5.7787 -0.5205
H -1.4155 -5.0353 1.6959
H -1.4699 -4.8081 -0.0504
H -1.6612 -3.4211 1.0368
H 0.6186 -4.5211 3.0195
H 0.3583 -2.8232 2.6047
H 1.9371 -3.5751 2.3279
H -2.0437 -3.3072 -1.3791
H -2.1257 -3.1601 -3.1316
H -1.7778 -1.7491 -2.1538
H -0.4381 -5.2526 -2.0800
H 1.1369 -4.8906 -2.8032
H -0.3299 -4.7687 -3.7735
H 0.4664 -1.1696 -3.2450
H -0.1612 -2.3375 -4.4094
H 1.4774 -2.5142 -3.7883
H 2.9371 -4.3718 -2.1906
H 3.4819 -4.7447 -0.5487
H 4.5679 -3.9441 -1.6799
H 3.1451 -1.9243 -2.9510
H 4.5323 -1.4629 -1.9709
H 3.0028 -0.6130 -1.7598
H 3.4704 -2.9249 1.2470
H 3.5641 -1.2264 0.7328
H 4.8557 -2.3635 0.3168

=====

[8]
C39H42N3 | ωB97M-V/def2-TZVPD

gap between HOMO and LUMO	5.8	eV
net charge	+1
E_LUMO	-4.119	eV

Cartesian coordinates (Å):
C -3.3191 -2.3173 0.6455
C -2.9681 -1.1133 1.4147
N -3.8993 -0.4700 2.1686
C -5.3072 -0.8215 2.2345
C -3.3004 0.5472 2.9199
C -1.9131 0.5142 2.6511
C -1.0771 1.2742 3.4641
C -1.6399 2.1545 4.3980
C -3.0275 2.2278 4.5829
C -3.8828 1.3719 3.8729
C -1.7093 -0.4406 1.5630
C -0.5578 -0.5447 0.7516
C 0.7246 -0.2415 1.3483
C 1.5722 -1.1815 1.9824
C 1.3368 -2.6195 2.1662
N 2.6887 -0.5494 2.4632
C 3.7190 -1.2183 3.2411
C 2.6390 0.8157 2.1469
C 1.3918 1.0472 1.4950
C 0.9713 2.3619 1.2985
C 1.8880 3.4003 1.5204
C 3.1409 3.1493 2.0952
C 3.5106 1.8495 2.4844
H -2.3981 -2.7704 0.2684
H -3.8190 -3.0354 1.3127
H -3.9913 -2.1176 -0.2018
H -5.8118 -0.0953 2.8793
H -5.7658 -0.8139 1.2348
H -5.4451 -1.8198 2.6675
H -0.0054 1.1321 3.3996
H -0.9744 2.7830 4.9933
H -3.4384 2.9361 5.3055
H -4.9558 1.3329 4.0463
H -0.5550 -1.2837 -0.0448
H 0.3156 -2.8352 1.8346
H 2.0241 -3.2384 1.5719
H 1.4085 -2.9012 3.2284
H 4.4845 -0.4873 3.5156
H 3.2881 -1.6366 4.1586
H 4.1766 -2.0438 2.6794
H -0.0763 2.5705 1.0485
H 1.6029 4.4177 1.2404
H 3.8153 3.9903 2.2760
H 4.4355 1.6382 3.0113
C 3.9048 -3.3727 -1.3202
C 3.5735 -3.3486 -2.6621
C 2.9427 -2.2218 -3.2424
C 2.7354 -2.1438 -4.6349
C 2.1911 -1.0047 -5.2033
C 1.7972 0.0699 -4.3868
C 1.8535 -0.0055 -2.9891
C 1.3435 1.1802 -2.1862
C -0.1039 1.2926 -1.6045
C -0.8745 2.4742 -2.2222
C -1.9813 1.9148 -3.1344
C -1.4359 0.7028 -3.9312
C -1.1688 -0.4470 -2.9618
N -0.9459 0.0933 -1.5428
C -2.3430 0.5186 -1.1447
C -3.0618 1.3440 -2.1954
C 2.5450 -1.1152 -2.3986
C 2.9002 -1.1789 -1.0353
C 3.5875 -2.2660 -0.5087
H 4.4139 -4.2321 -0.8827
H 3.8074 -4.1935 -3.3127
H 3.0557 -2.9863 -5.2517
H 2.0636 -0.9284 -6.2840
H 1.4373 0.9889 -4.8588
H 2.0299 1.3715 -1.3483
H 1.4756 2.0594 -2.8448
H 0.0141 1.5107 -0.5424
H -1.3165 3.0575 -1.4010
H -0.2181 3.1577 -2.7780
H -2.3872 2.6890 -3.7938
H -2.1780 0.3782 -4.6733
H -0.5275 0.9697 -4.4769
H -2.0466 -1.0976 -2.9019
H -0.3110 -1.0678 -3.2309
H -2.8773 -0.4170 -0.9717
H -2.2959 1.0707 -0.2066
H -3.6067 2.1515 -1.6893
H -3.7922 0.7179 -2.7273
H 2.6123 -0.3433 -0.3916
H 3.8918 -2.2609 0.5387